(1)
13
Properties=species:S:1:pos:R:3:forces:R:3:lowdin_charge:R:1 method="wB97M-V/def2-TZVPD" e_lumo_ev="-0.192 / -1.114" total_charge=0 largest_force_ev_per_a=2.87 homo_lumo_gap_ev="7.94 / 7.76"
C 1.805193 1.051633 -0.378496 -1.1 -0.6 -1.1 -0.10
C 1.796165 0.494583 0.816919 -1.8 -2.2 -0.4 -0.07
C 0.271337 -0.778049 -0.575153 0.2 -1.1 -0.3 -0.17
C 0.838923 0.259359 -1.176878 0.1 0.1 -1.0 0.03
C 0.770233 -0.683616 0.810033 0.1 2.6 0.7 -0.20
P -3.467436 -0.074522 -1.508525 0.4 -0.2 -1.4 -0.08
Cl -2.972071 1.689362 -0.731938 0.3 0.9 0.4 0.05
Cl -4.357318 -0.967581 0.015914 -0.6 -0.6 1.0 0.05
H 2.384794 1.882274 -0.723002 0.1 0.3 -0.1 0.09
H 2.372554 0.764350 1.629984 1.0 0.5 1.6 0.07
H -0.329863 -1.708968 -0.779630 0.5 1.7 -0.6 0.12
H 1.021005 -1.588202 1.268086 0.9 -1.4 0.7 0.09
H -0.133517 -0.340623 1.332686 0.1 0.2 0.5 0.13

---

(2)
13
Properties=species:S:1:pos:R:3:forces:R:3:lowdin_charge:R:1 method="wB97M-V/def2-TZVPD" e_lumo_ev=0.537 total_charge=0 largest_force_ev_per_a=1.49 homo_lumo_gap_ev=9.55
C -0.903648 0.045436 -2.843506 0.1 -1.2 0.4 -0.12
C -0.512464 -0.281122 -1.420878 0.2 0.5 0.2 -0.69
Cl -1.284117 -1.712508 -0.743052 0.3 0.5 -0.3 0.67
C 0.342146 0.443520 -0.669264 -0.8 -0.4 0.1 -0.69
Cl 1.138036 1.834521 -1.362772 0.0 0.0 -0.1 0.69
C 0.740636 0.246817 0.735047 -0.3 -0.6 0.9 -0.24
C -0.076661 0.016290 1.775118 -0.3 0.2 -1.5 -0.60
Cl 0.428383 -0.321228 3.374132 0.3 0.1 0.1 0.63
H -0.623184 -0.793149 -3.503246 -0.1 0.2 0.2 0.09
H -0.377808 0.918028 -3.173757 0.1 0.5 -0.2 0.03
H -1.983568 0.174669 -2.930618 0.1 0.1 0.1 0.08
H 1.802540 0.265228 0.929049 0.2 0.1 0.0 0.10
H -1.157206 -0.003774 1.658246 0.2 0.0 0.0 0.06

---

(3)
14
Properties=species:S:1:pos:R:3:forces:R:3:lowdin_charge:R:1 method="wB97M-V/def2-TZVPD" e_lumo_ev="-7.094 / -7.093" total_charge=+1 largest_force_ev_per_a=6.23 homo_lumo_gap_ev="8.73 / 8.73"
C 0.042899 -1.271470 0.710191 4.6 -4.2 -0.8 0.16
C 1.935447 -0.310995 -0.572978 -0.7 1.7 1.0 -0.81
C -0.370618 0.060177 0.456233 -0.3 0.7 0.5 -0.22
C 0.851316 0.768886 -0.255372 -1.4 -0.8 -1.7 -0.26
C -1.845006 0.248506 -0.024354 -1.5 1.0 0.0 0.01
N 1.881786 -1.491982 -0.182445 -4.3 -0.9 2.4 0.23
F -0.375160 -2.385589 1.259562 0.2 3.7 -1.5 0.25
F 1.264048 1.845762 0.477119 0.0 -0.9 -0.7 0.07
Cl 3.260374 0.140958 -1.471973 0.8 0.5 -0.6 0.88
H -0.322830 0.561250 1.424075 -0.1 -0.1 0.9 0.20
H 0.440082 1.026554 -1.266697 0.6 0.7 0.8 0.17
H -1.903940 0.232481 -1.103070 0.4 0.3 -0.4 0.09
H -2.418229 1.212214 0.330718 1.6 -1.9 -0.4 0.15
H -2.440169 -0.636751 0.218992 0.1 0.3 0.5 0.09

---

(4)
13
Properties=species:S:1:pos:R:3:forces:R:3:lowdin_charge:R:1 method="wB97M-V/def2-TZVPD" e_lumo_ev=0.236 total_charge=0 largest_force_ev_per_a=5.79 homo_lumo_gap_ev=9.90
F -1.785676 1.597447 -0.258415 1.0 -0.6 -0.5 -0.06
C -1.009274 0.438649 -0.089183 1.1 0.5 -2.0 -0.78
Cl -2.198790 -0.835094 0.096185 -0.3 -0.6 0.7 0.73
C -0.212800 -0.104329 -1.480483 0.3 1.8 5.5 -0.03
C 0.968004 -0.653741 -1.316690 2.5 -1.8 0.7 -0.14
N 1.558210 -0.890420 -0.004206 -1.9 0.8 1.0 0.06
C 0.969757 -0.394481 1.037617 1.0 0.4 -2.9 -0.15
C -0.084141 0.672610 1.091166 0.2 -0.1 -0.6 -0.14
H -0.927185 -0.024502 -2.167321 -2.0 0.0 -3.6 0.04
H 1.672309 -1.280622 -1.958644 -1.7 1.4 -0.2 0.13
H 1.293480 -0.765772 1.941371 1.0 -0.6 2.1 0.08
H -0.612346 0.510062 2.018534 -0.4 0.4 0.3 0.10
H 0.368452 1.730193 1.090075 -0.7 -1.6 -0.3 0.17

---

(5)
13
Properties=species:S:1:pos:R:3:forces:R:3:lowdin_charge:R:1 method="wB97M-V/def2-TZVPD" e_lumo_ev=0.718 total_charge=0 largest_force_ev_per_a=1.52 homo_lumo_gap_ev=10.27
O 1.503464 1.936422 0.078769 0.3 -1.3 0.0 0.12
C 1.664617 0.745724 0.079692 -0.2 -0.2 -0.2 -0.28
C 2.633896 -0.277094 -0.580813 -1.1 -0.2 -0.4 -0.04
O 1.771343 -1.377126 -0.113782 0.6 1.1 0.5 -0.10
C 0.909318 -0.498932 0.657093 0.2 0.6 -0.2 -0.26
C -0.513842 -0.770440 0.313209 -0.3 -1.0 -0.3 -0.12
C -1.379091 0.215458 0.139253 0.7 0.8 0.5 -0.60
Cl -3.033662 0.043298 -0.217333 -0.6 -0.3 -0.2 0.63
H 3.648988 -0.359033 -0.188800 -0.1 0.2 -0.1 0.12
H 2.589594 -0.230393 -1.690664 0.3 0.0 0.6 0.14
H 1.068752 -0.511576 1.751272 0.2 -0.5 -0.3 0.16
H -0.729227 -1.872559 0.171306 0.0 1.5 0.2 0.14
H -1.093695 1.274827 0.281045 -0.1 -0.8 -0.2 0.08

---

(6)
13
Properties=species:S:1:pos:R:3:forces:R:3:lowdin_charge:R:1 method="wB97M-V/def2-TZVPD" e_lumo_ev="-2.011 / -2.201" total_charge=0 largest_force_ev_per_a=1.50 homo_lumo_gap_ev="6.61 / 6.63"
C -1.592018 0.083730 -0.407122 0.6 -0.2 -0.5 -0.35
C -1.223977 1.426383 -0.257264 0.0 0.0 0.3 -0.44
C -0.331171 -0.798217 -0.060797 -0.6 -0.1 -0.3 -0.42
C 0.873478 0.031968 0.078698 -1.3 0.5 0.6 -0.49
C 2.209819 -0.482075 0.455883 0.0 0.0 -0.2 -0.09
O -0.333486 -2.009145 -0.033248 0.0 0.0 0.1 0.11
S 0.392052 1.658493 0.203613 0.1 -0.4 -0.2 1.10
Cl -3.805338 -0.022079 0.087074 1.3 -0.1 0.3 0.18
H -1.979348 -0.294978 -1.345163 -0.2 0.2 0.0 0.08
H -1.863489 2.281763 -0.329611 -0.1 0.2 -0.2 0.06
H 2.108051 -1.419830 1.000216 0.0 0.0 0.0 0.09
H 2.761909 0.235431 1.057699 0.1 0.0 0.0 0.08
H 2.783516 -0.691450 -0.449979 0.1 0.0 0.0 0.09

---

(7)
11
Properties=species:S:1:pos:R:3:forces:R:3:lowdin_charge:R:1 method="wB97M-V/def2-TZVPD" e_lumo_ev="-0.019 / -0.118" total_charge=0 largest_force_ev_per_a=4.97 homo_lumo_gap_ev="8.58 / 8.43"
C 0.419752 1.101396 0.326789 1.0 0.8 -0.1 -0.10
C -0.580845 -1.340776 0.117024 -1.6 -4.6 1.1 -0.14
C 0.038078 0.502284 -0.956510 -0.7 -0.2 -4.5 -0.20
C 0.546228 -0.407785 0.048571 -1.6 1.3 -0.2 -0.07
C -1.317297 -0.233787 -0.521335 2.9 0.8 -0.7 -0.17
F -2.022971 0.522572 0.287180 -1.1 0.4 0.7 0.06
H 1.393889 1.478100 0.309068 1.7 0.5 0.0 0.07
H -0.146402 1.871626 0.853734 -0.9 -1.1 0.3 0.11
H -0.553888 -2.330378 -0.518526 0.4 2.0 1.3 0.15
H -0.944713 -1.548090 1.145706 0.1 -0.3 -0.6 0.12
H 0.265420 0.607977 -2.109008 -0.2 0.2 2.6 0.16

---

(8)
16
Properties=species:S:1:pos:R:3:forces:R:3:lowdin_charge:R:1 method="wB97M-V/def2-TZVPD" e_lumo_ev=-3.295 total_charge=+1 largest_force_ev_per_a=4.68 homo_lumo_gap_ev=11.80
C 1.147705 -1.706140 1.481183 -4.3 -1.7 -0.6 0.08
N 0.396125 -0.914439 0.518064 0.8 0.2 -0.7 0.02
C 0.103868 -1.233779 -0.828926 0.3 1.1 2.2 0.05
C -0.406910 -0.164082 -1.411652 -0.1 -0.5 -0.9 0.02
N -0.433781 0.828915 -0.466291 -0.8 0.6 -0.5 0.16
C -0.976300 2.191449 -0.769945 1.5 -0.1 1.1 -0.62
F -1.479964 2.301002 -1.956560 -0.6 -0.9 -0.6 0.25
F 0.074621 3.001037 -0.734881 -0.2 0.4 0.7 0.21
F -1.870715 2.448071 0.153683 0.0 0.5 0.1 0.23
C 0.050953 0.314817 0.697581 -1.2 2.5 -0.6 -0.25
F 0.073317 1.010645 1.800233 0.3 -0.7 -0.6 0.25
H 1.943038 -2.152532 1.025139 1.9 -1.4 -1.4 0.09
H 1.483201 -1.194797 2.287353 0.8 2.2 2.3 0.08
H 0.352974 -2.396757 1.832095 1.1 -0.3 0.1 0.14
H 0.271324 -2.167838 -1.177884 0.6 -2.6 -1.0 0.12
H -0.729456 -0.165573 -2.449192 -0.1 0.8 0.4 0.17

---

(9)
18
Properties=species:S:1:pos:R:3:forces:R:3:mulliken_spin:R:1 method="wB97M-V/def2-TZVPD" e_lumo_ev="-4.215 / -8.274" total_charge=+1 largest_force_ev_per_a=9.83 homo_lumo_gap_ev="7.35 / 6.45" s2=2.007 multiplicity=3
C -0.815144 -0.647970 -0.383606 7.9 5.9 0.5 0.76
C -1.926023 -1.380161 -0.284603 -7.3 -3.2 -0.7 0.77
C -1.026901 0.935268 -0.195725 -0.9 -3.5 -1.2 0.07
C -3.071894 -0.546120 0.102460 -0.7 2.0 0.8 0.12
C -2.678386 0.972125 -0.216184 3.6 -0.6 3.0 -0.01
N -0.313404 1.367756 0.903943 0.7 2.4 -0.5 0.04
N 0.515933 -1.070710 -0.779489 0.3 3.7 -3.3 0.01
F -1.933771 -2.677315 -0.257326 0.2 -0.9 0.6 0.10
F -0.478811 1.493869 -1.309524 -0.1 0.4 -0.5 0.02
F -4.220747 -0.801980 -0.472043 -1.0 -0.8 -0.9 0.01
F -3.319965 -0.556005 1.441807 0.4 -0.6 0.6 0.04
F -3.235953 1.369973 -1.283542 -0.8 0.9 -2.1 0.00
F -2.899825 1.835216 0.819004 -1.1 -0.5 -0.5 0.00
H -0.421983 2.379093 1.102711 0.0 -0.8 -0.3 0.00
H -0.449134 0.879627 1.736675 -0.4 -1.1 1.5 0.00
H 1.124555 -0.102799 -0.691720 -1.3 -3.0 -0.1 0.00
H 0.662660 -1.477210 -1.798120 -0.6 1.1 1.5 0.05
H 0.852232 -1.812126 -0.241651 1.0 -1.4 1.8 0.01

---

(10)
16
Properties=species:S:1:pos:R:3:forces:R:3:mulliken_spin:R:1 method="wB97M-V/def2-TZVPD" e_lumo_ev="-11.384 / -11.349" total_charge=+2 largest_force_ev_per_a=6.69 homo_lumo_gap_ev="4.37 / 7.92" s2=0.751 multiplicity=2
C -0.957942 0.113891 0.290668 -2.0 1.4 2.4 -0.01
C -0.702198 -0.794696 -0.877828 -4.9 -0.1 -3.6 0.03
O -1.820476 -0.753972 -1.669364 6.1 -2.4 1.3 0.00
C -2.545641 0.350258 -1.352913 -4.8 3.4 0.2 0.00
O -2.082086 0.887393 -0.229513 1.4 -0.4 0.3 -0.01
O -3.480800 0.735468 -1.986927 2.3 -1.2 0.9 0.00
O -0.011580 0.867469 0.748435 2.6 -0.2 -0.4 -0.05
F -1.533037 -0.613725 1.341977 0.9 -0.2 -1.5 0.00
H 1.865109 -1.885016 0.069344 2.0 0.6 1.4 0.00
Lu 2.129543 0.943171 1.175467 -1.8 0.2 -0.1 1.00
H 0.117275 -1.336539 -1.342515 0.0 -0.4 0.5 0.00
C 3.085973 -1.569851 1.914480 0.0 0.1 0.1 -0.01
C 2.879987 -1.570308 0.587856 -1.6 -0.5 -1.3 0.00
H 2.302313 -1.790220 2.645544 0.1 -0.1 -0.2 0.01
H 4.085560 -1.389362 2.321076 -0.2 0.0 -0.1 0.00
H 3.684056 -1.374423 -0.128188 -0.1 -0.2 0.2 0.02